Computed, not measured: a molecular structure, C15H45ClO24P5 at a distorted geometry, with ωB97M-V/def2-TZVPD.

Calculated values
Charge ... -1
Calculated total energy ... -4570.627469 Eh
E_HOMO ... -5.68 eV

```
90
C15H45ClO24P5 (ωB97M-V/def2-TZVPD)
Cl 0.3966 -0.0893 -0.1437
O -0.2572 -0.8272 0.9395
O 1.8127 0.0467 0.0848
O 0.2046 -0.8322 -1.3618
O -0.1384 1.1935 -0.2968
C 2.3759 -0.2009 3.2207
O 3.1797 0.9287 2.9615
P 2.6303 2.3610 3.4002
O 3.4186 3.4996 2.8921
O 1.0975 2.3904 2.8997
C 0.6527 2.0345 1.5764
O 2.3603 2.3634 5.0040
C 1.9625 3.6374 5.5413
H 1.7188 -0.0419 4.0757
H 3.0741 -0.9794 3.5282
H 1.8141 -0.5529 2.3554
H 0.1116 2.9358 1.2885
H -0.0398 1.1970 1.4919
H 1.4554 1.8625 0.8593
H 2.8310 4.1332 5.9750
H 1.1330 3.5055 6.2361
H 1.4463 4.2321 4.7877
C -5.7186 2.0767 -2.8246
O -4.6945 1.1895 -2.3239
P -3.5300 1.7836 -1.3365
O -2.3152 2.2156 -2.0552
O -4.3363 2.8345 -0.4192
C -3.8316 3.5357 0.6578
O -3.1747 0.5484 -0.3689
C -2.3794 -0.5269 -0.8938
H -5.7729 1.9988 -3.9105
H -5.5153 3.1122 -2.5515
H -6.6429 1.6803 -2.4043
H -4.4481 4.4240 0.7951
H -2.8055 3.8404 0.4518
H -3.9643 2.8385 1.4851
H -2.3426 -0.4524 -1.9806
H -2.8295 -1.4978 -0.6867
H -1.3942 -0.6567 -0.4459
C 4.0277 -5.6019 0.9550
O 2.8080 -5.4853 1.6966
P 1.8543 -4.2183 1.4199
O 0.6161 -4.2719 2.2607
O 2.8779 -2.9828 1.7902
C 2.4116 -1.6422 1.8291
O 1.6197 -4.1734 -0.1493
C 0.7066 -3.2782 -0.7318
H 3.9459 -6.4216 0.2413
H 4.8584 -5.8539 1.6142
H 4.2050 -4.6988 0.3709
H 2.2596 -1.4036 0.7764
H 3.1563 -0.9804 2.2712
H 1.4552 -1.6780 2.3506
H 1.2210 -2.6471 -1.4565
H 0.2508 -2.6055 -0.0053
H -0.0333 -3.8654 -1.2759
C -1.5036 -2.2586 0.1032
O -1.4613 -3.6148 -0.3720
P -2.1177 -4.0867 -1.7867
O -3.2228 -3.2045 -2.2702
O -0.8429 -4.3696 -2.7869
C -1.1730 -4.7658 -4.1092
O -2.6321 -5.6263 -1.4125
C -3.7372 -6.0034 -0.5781
H -0.8331 -1.6402 -0.4935
H -1.3972 -2.1419 1.1817
H -2.4471 -1.7547 -0.1068
H -2.2485 -4.7120 -4.2784
H -0.8022 -5.7453 -4.4110
H -0.7078 -4.0576 -4.7948
H -3.2478 -6.4687 0.2775
H -4.4251 -6.7269 -1.0157
H -4.2996 -5.1453 -0.2100
C 1.5253 6.4414 0.2293
O 2.6960 5.7283 -0.1297
P 2.7097 4.4684 -1.1764
O 4.0450 3.8990 -1.4818
O 1.9670 5.1145 -2.5269
C 1.7970 4.2580 -3.6495
O 1.6849 3.3697 -0.6166
C 1.5838 2.0654 -1.1790
H 1.3309 6.3694 1.2994
H 0.6786 6.0300 -0.3202
H 1.5764 7.5029 -0.0131
H 0.8908 4.5422 -4.1843
H 1.6431 3.1968 -3.4540
H 2.6792 4.2648 -4.2897
H 0.5154 1.9927 -1.3821
H 1.8739 1.3311 -0.4275
H 2.1162 1.8142 -2.0963
```